{
  "formula": "C13H13NO4Pt",
  "method": "ωB97M-V/def2-TZVPD",
  "elements": ["Pt", "O", "C", "C", "O", "C", "O", "C", "O", "C", "N", "C", "C", "C", "C", "C", "C", "C", "C", "H", "H", "H", "H", "H", "H", "H", "H", "H", "H", "H", "H", "H"],
  "xyz": [[-2.09056, -1.11108, 1.27818], [0.37304, -4.06086, 2.39270], [-0.26720, -3.25316, 1.88549], [-2.57874, 0.02056, 2.64128], [-2.96982, 0.76465, 3.43466], [-2.45989, -1.55035, -0.46347], [-2.96718, -1.69390, -1.50476], [-3.33436, -2.63775, 1.92605], [-4.18031, -3.35633, 2.21387], [1.89588, 0.36483, -2.47721], [0.60783, 1.03379, -2.16160], [-0.22061, 1.19464, -3.39570], [-0.17983, 0.34926, -1.05530], [0.45853, 0.47601, 0.30138], [1.56417, 1.32629, 0.50469], [2.18301, 1.41069, 1.75572], [1.67844, 0.66981, 2.83300], [0.54882, -0.15394, 2.63513], [-0.09120, -0.19840, 1.39680], [1.67398, -0.62563, -2.88760], [2.49351, 0.27888, -1.57403], [2.41362, 0.97654, -3.22289], [0.80416, 1.98722, -1.81961], [-0.45805, 0.20060, -3.78500], [-1.13270, 1.73062, -3.12724], [0.35593, 1.76726, -4.12667], [-1.17751, 0.80456, -1.08637], [-0.27030, -0.69498, -1.36802], [1.97074, 1.91204, -0.31511], [3.06147, 2.05013, 1.88435], [2.15120, 0.72699, 3.81406], [0.14393, -0.70898, 3.47322]],
  "forces_ev_per_a": [[1.592, -0.965, 1.430], [-1.950, 2.408, -1.488], [2.379, -2.852, 1.603], [-2.602, 4.517, 4.391], [1.344, -2.198, -2.057], [-2.876, -0.554, -6.705], [1.999, 0.145, 3.247], [-2.192, -2.301, 0.993], [2.192, 2.062, -0.850], [0.272, -0.154, -0.283], [-0.365, 0.431, 0.655], [-0.218, -0.022, -0.129], [0.314, 0.179, -0.828], [1.870, 1.399, -0.989], [-1.260, -0.541, -0.444], [0.098, 0.166, 0.082], [-1.354, -0.913, 0.346], [1.846, 0.830, 1.106], [-1.122, -0.738, -0.209], [0.077, 0.222, 0.071], [0.020, -0.101, -0.162], [-0.037, -0.229, 0.160], [-0.028, -0.353, -0.258], [0.035, 0.208, 0.038], [0.099, -0.068, -0.142], [-0.134, -0.148, 0.112], [0.202, -0.119, 0.199], [0.016, 0.066, 0.105], [0.017, 0.028, 0.326], [-0.249, -0.324, -0.046], [-0.188, 0.013, -0.261], [0.204, -0.094, -0.015]],
  "nbo_charge": [0.549, -0.418, 0.462, 0.442, -0.357, 0.373, -0.394, 0.464, -0.340, -0.426, -0.338, -0.414, -0.252, -0.086, -0.223, -0.022, -0.182, -0.164, -0.082, 0.244, 0.238, 0.254, 0.434, 0.241, 0.241, 0.254, 0.261, 0.248, 0.217, 0.264, 0.270, 0.241],
  "de_lowest_kj_mol": 0.0,
  "s_squared": 2.026,
  "mol_weight_g_mol": 442.3,
  "e_tot_ev": -26598.4625,
  "total_charge": 2,
  "max_force_ev_per_a": 7.3,
  "spin_multiplicity": 3
}